{
  "formula": "C70H110N16",
  "method": "the ωB97M-V functional and the def2-TZVPD basis",
  "mol_weight_g_mol": 1175.8,
  "energy_ha": -3609.2560,
  "max_force_ev_per_a": 1.79,
  "lumo_energy_ev": 0.5025,
  "de_lowest_kcal_mol": 0.0,
  "species": ["N", "C", "C", "C", "C", "H", "H", "H", "H", "H", "N", "C", "C", "C", "C", "H", "H", "H", "H", "H", "N", "C", "C", "C", "C", "H", "H", "H", "H", "H", "N", "C", "C", "C", "C", "H", "H", "H", "H", "H", "N", "C", "C", "C", "C", "H", "H", "H", "H", "H", "N", "C", "C", "C", "C", "H", "H", "H", "H", "H", "N", "C", "C", "C", "C", "H", "H", "H", "H", "H", "N", "C", "C", "C", "C", "H", "H", "H", "H", "H", "N", "C", "C", "C", "C", "H", "H", "H", "H", "H", "N", "C", "C", "C", "C", "H", "H", "H", "H", "H", "N", "C", "C", "C", "C", "H", "H", "H", "H", "H", "N", "C", "C", "C", "C", "H", "H", "H", "H", "H", "N", "C", "C", "C", "C", "H", "H", "H", "H", "H", "C", "C", "N", "C", "C", "C", "C", "H", "H", "H", "H", "H", "H", "H", "H", "H", "H", "H", "H", "H", "H", "H", "C", "C", "N", "C", "C", "C", "C", "H", "H", "H", "H", "H", "H", "H", "H", "H", "H", "H", "H", "H", "H", "H", "C", "C", "N", "C", "C", "C", "C", "H", "H", "H", "H", "H", "H", "H", "H", "H", "H", "H", "H", "H", "H", "H"],
  "coordinates": [[3.56256, 4.03108, -0.57908], [4.44274, 3.19246, 0.06994], [4.58428, 3.69133, 1.33463], [3.87267, 4.90609, 1.42639], [3.31496, 5.11954, 0.19191], [3.18138, 3.86935, -1.50475], [4.78565, 2.28776, -0.40025], [5.10102, 3.20678, 2.14957], [3.85431, 5.51787, 2.31087], [2.68707, 5.91753, -0.17574], [-3.43654, 0.04942, 2.72016], [-4.17915, 0.90768, 3.47934], [-3.39465, 1.99906, 3.74180], [-2.15728, 1.80045, 3.09862], [-2.21056, 0.58175, 2.45930], [-3.74632, -0.87071, 2.40207], [-5.22598, 0.70609, 3.62021], [-3.65264, 2.90439, 4.26636], [-1.33420, 2.48643, 2.96550], [-1.45171, 0.12296, 1.85132], [-0.85596, 6.37582, 1.23241], [-0.14133, 5.37067, 0.62655], [0.12071, 5.71822, -0.66205], [-0.48389, 6.98776, -0.88204], [-1.09552, 7.36416, 0.28584], [-1.35084, 6.27027, 2.09543], [0.09346, 4.50816, 1.23124], [0.68199, 5.13990, -1.37835], [-0.50658, 7.57962, -1.78276], [-1.75936, 8.15478, 0.59385], [0.16311, -1.41111, 3.64288], [-0.31724, -2.69454, 3.58996], [-0.07076, -3.29405, 4.80305], [0.41534, -2.27361, 5.66925], [0.53462, -1.12348, 4.92555], [0.29896, -0.83354, 2.82929], [-0.76855, -3.06803, 2.68734], [-0.28306, -4.32981, 5.00686], [0.76082, -2.40170, 6.68209], [0.89570, -0.15004, 5.21058], [-1.44113, 3.79115, -5.59893], [-0.55138, 4.84348, -5.62541], [-0.51061, 5.34483, -4.35576], [-1.39203, 4.60114, -3.54142], [-1.93072, 3.60722, -4.33255], [-1.70750, 3.21142, -6.36959], [-0.04025, 5.01917, -6.55502], [0.15665, 6.06619, -3.90276], [-1.62960, 4.73473, -2.50209], [-2.63168, 2.81874, -4.12126], [-4.19503, 2.66538, 0.50093], [-3.62649, 3.47156, -0.44322], [-4.56995, 3.78122, -1.39153], [-5.77216, 3.17080, -0.96596], [-5.50755, 2.50161, 0.19712], [-3.62211, 2.41506, 1.29773], [-2.60277, 3.79668, -0.33491], [-4.41184, 4.41898, -2.24247], [-6.72855, 3.23972, -1.45765], [-6.17398, 1.86446, 0.75450], [-5.01241, -1.93743, 0.40664], [-3.78138, -2.51902, 0.58335], [-3.72695, -2.99436, 1.86892], [-4.94153, -2.65468, 2.49758], [-5.69714, -1.96039, 1.58738], [-5.32925, -1.58985, -0.51861], [-3.11488, -2.62102, -0.25597], [-2.99182, -3.61216, 2.35802], [-5.21581, -2.88022, 3.51543], [-6.70802, -1.59535, 1.65121], [1.89815, -0.57021, -5.41359], [0.90080, 0.33648, -5.17221], [0.14244, -0.15999, -4.15211], [0.76564, -1.34549, -3.69002], [1.75044, -1.65956, -4.58003], [2.53954, -0.50165, -6.17661], [0.71227, 1.20330, -5.78220], [-0.79430, 0.19185, -3.75361], [0.30491, -1.92017, -2.90261], [2.50344, -2.42970, -4.59638], [1.47271, 5.01756, 3.94964], [1.29164, 3.67962, 3.78956], [0.74301, 3.19816, 4.95638], [0.71641, 4.28186, 5.88084], [1.13632, 5.41194, 5.22037], [1.85630, 5.64328, 3.26612], [1.39344, 3.23148, 2.81391], [0.46714, 2.17360, 5.13561], [0.39990, 4.22074, 6.91065], [1.30867, 6.43016, 5.51762], [5.64018, -2.05740, 0.52189], [5.12448, -1.99637, -0.74654], [5.71276, -0.93465, -1.39307], [6.57361, -0.29195, -0.45260], [6.43646, -0.98320, 0.72705], [5.18255, -2.66724, 1.21234], [4.35746, -2.66952, -1.08338], [5.59222, -0.67830, -2.43460], [7.25917, 0.52543, -0.59185], [6.82895, -0.73113, 1.70021], [6.47602, -0.36553, 5.11393], [5.70997, -1.25452, 5.81054], [4.41740, -0.81485, 5.77116], [4.37022, 0.34873, 4.94830], [5.66005, 0.57080, 4.53341], [7.45460, -0.45021, 4.92981], [6.18974, -2.06499, 6.33785], [3.57618, -1.28686, 6.25779], [3.51528, 0.89093, 4.58757], [6.06716, 1.26770, 3.81896], [4.42301, 4.12237, -4.16412], [4.51109, 2.77768, -3.91377], [3.23652, 2.32503, -3.65146], [2.41242, 3.47027, -3.54514], [3.15331, 4.57708, -3.90974], [5.20668, 4.69881, -4.40239], [5.46735, 2.32122, -4.11243], [2.90534, 1.30496, -3.53703], [1.38501, 3.62169, -3.24206], [2.96185, 5.63030, -4.01449], [3.96507, -2.92647, 3.52439], [3.03774, -3.39179, 2.65446], [3.61966, -4.34715, 1.85061], [4.94306, -4.50659, 2.34351], [5.14004, -3.62370, 3.37400], [3.80666, -2.25437, 4.27965], [2.03320, -3.00990, 2.67657], [3.19691, -4.92836, 1.05068], [5.69861, -5.20650, 2.01734], [6.00499, -3.43353, 3.97837], [-5.93038, -2.41859, -4.40345], [-5.68822, -2.38635, -2.90459], [-5.42269, -1.06832, -2.33378], [-6.50914, -0.12468, -2.53756], [-7.84870, -0.61212, -2.05025], [-4.14084, -0.58384, -2.80220], [-3.51223, 0.42743, -1.82946], [-5.90493, -3.46611, -4.72324], [-5.13479, -1.97379, -5.01236], [-6.84880, -1.96428, -4.77430], [-6.55736, -2.83069, -2.40706], [-4.90897, -3.10163, -2.63645], [-6.52419, 0.22554, -3.58365], [-6.21622, 0.77468, -1.98405], [-7.75389, -1.10000, -1.07366], [-8.28880, -1.37917, -2.69043], [-8.54998, 0.20974, -1.92804], [-3.39955, -1.36027, -2.99074], [-4.22258, -0.05849, -3.76907], [-3.94948, 1.42220, -1.89936], [-3.49556, 0.10267, -0.78869], [-2.45808, 0.51669, -2.11407], [-0.52853, -2.00303, 0.22168], [0.85647, -1.35678, 0.24141], [0.81643, 0.09312, 0.37942], [0.23686, 0.75229, -0.77925], [-0.16384, 2.17204, -0.42434], [2.16074, 0.63493, 0.55923], [2.73335, 0.49669, 1.95789], [-0.43286, -3.08835, 0.35461], [-1.05093, -1.88238, -0.73150], [-1.18565, -1.65322, 1.02037], [1.38664, -1.79588, 1.09027], [1.42542, -1.73751, -0.62613], [0.90835, 0.75865, -1.64915], [-0.67888, 0.27036, -1.11628], [-0.72504, 2.61360, -1.25853], [-0.87469, 2.21304, 0.40531], [0.66637, 2.85107, -0.23533], [2.05880, 1.71338, 0.36028], [2.85007, 0.43719, -0.27724], [1.98256, 0.83346, 2.67642], [3.59129, 1.16965, 1.98879], [3.07372, -0.51372, 2.18634], [-0.12272, -5.95480, 0.94557], [-0.84042, -6.12601, -0.40037], [0.11089, -6.45464, -1.44016], [-0.44517, -6.14041, -2.75392], [-0.41861, -4.65137, -3.07580], [0.63435, -7.80000, -1.37227], [-0.39699, -8.93891, -1.38285], [0.19901, -6.91163, 1.34940], [-0.81969, -5.51489, 1.66430], [0.67286, -5.23458, 0.77337], [-1.62586, -6.89370, -0.36605], [-1.32095, -5.16781, -0.59980], [0.14395, -6.62414, -3.53347], [-1.46524, -6.54679, -2.82914], [-0.48988, -4.63241, -4.16895], [-1.22066, -4.06411, -2.63876], [0.56779, -4.22291, -2.90466], [1.26666, -7.85576, -0.47884], [1.35035, -8.00065, -2.16962], [0.09813, -9.83852, -1.76717], [-1.18017, -8.75599, -2.12077], [-0.82212, -9.22626, -0.42378]],
  "forces_ev_per_a": [[0.913, -0.084, -0.474], [-1.034, -0.018, -0.037], [0.528, -0.533, 0.438], [0.298, 0.068, -0.094], [-0.932, 0.245, 0.263], [0.291, 0.145, 0.044], [0.034, -0.118, 0.059], [0.189, 0.081, -0.103], [-0.057, 0.280, -0.118], [0.082, -0.091, 0.125], [0.079, -0.547, -0.552], [0.081, -0.207, -0.365], [-0.109, 0.747, 0.162], [0.524, -0.125, -0.768], [-0.203, 0.431, 0.375], [0.131, 0.521, 0.242], [-0.001, -0.031, 0.399], [-0.244, -0.114, 0.116], [0.000, 0.077, 0.433], [-0.143, -0.151, -0.063], [0.123, 0.166, -1.459], [-0.257, -0.213, 1.090], [-0.009, 0.192, -0.222], [-0.326, 0.440, 0.201], [-0.184, -0.695, 0.976], [0.018, 0.066, 0.233], [0.184, -0.069, -0.294], [-0.015, -0.024, 0.032], [0.092, -0.122, -0.081], [0.186, 0.303, -0.419], [-0.706, -0.147, 0.181], [0.735, -0.115, -0.036], [-0.657, 0.398, -0.261], [0.436, -0.223, -0.150], [0.549, -0.250, -0.077], [-0.251, 0.363, 0.092], [0.209, -0.131, -0.013], [-0.041, 0.030, 0.256], [-0.233, 0.085, 0.096], [0.074, 0.014, -0.076], [0.030, -0.148, 0.407], [-0.470, -0.834, -0.210], [0.521, 0.472, 0.763], [-0.561, -1.069, -0.323], [0.097, 0.655, -0.126], [0.108, 0.032, -0.246], [0.201, 0.405, 0.152], [-0.061, 0.282, -0.579], [0.174, 0.141, 0.123], [-0.096, 0.021, 0.078], [0.885, 0.776, -0.319], [0.124, 0.207, -0.172], [0.232, 0.296, 0.312], [-0.150, 0.155, -0.295], [-0.502, -0.619, 0.220], [-0.651, -0.488, 0.310], [0.004, -0.065, -0.081], [-0.027, 0.038, -0.115], [-0.049, -0.103, 0.016], [0.147, 0.051, 0.255], [0.374, 0.221, -0.089], [-0.680, -0.287, -0.325], [0.144, -0.535, 0.271], [-0.386, 0.162, 0.346], [-0.348, -0.525, -0.478], [0.197, 0.227, 0.369], [0.074, 0.026, 0.076], [0.340, 0.190, -0.251], [-0.009, 0.039, -0.004], [0.019, 0.139, 0.038], [-0.499, -0.091, -0.158], [-0.562, -0.167, -0.223], [0.137, 0.126, 0.437], [-1.303, -0.500, -0.406], [1.185, 0.728, 0.410], [0.213, -0.045, -0.084], [0.313, 0.036, -0.069], [0.122, 0.483, -0.019], [0.466, -0.312, 0.018], [-0.134, -0.155, 0.046], [0.219, 0.600, 0.154], [-0.873, 0.018, -0.132], [0.717, 0.156, 0.031], [-0.386, 0.006, 0.127], [0.274, -0.693, -0.323], [0.019, -0.119, -0.232], [0.266, -0.109, 0.059], [-0.118, -0.008, 0.067], [-0.018, 0.081, -0.057], [-0.119, 0.020, 0.196], [-1.765, -0.294, 0.038], [0.448, 0.364, -0.240], [0.255, -0.002, -0.058], [-0.291, -0.388, 0.134], [0.613, 0.375, 0.274], [0.736, 0.529, -0.207], [0.072, -0.230, 0.020], [-0.112, 0.032, 0.054], [-0.146, 0.188, -0.146], [0.112, -0.291, -0.021], [-0.518, -0.002, -0.561], [0.572, 0.122, 0.608], [-0.566, 0.024, 0.074], [0.640, -0.325, -0.298], [0.043, 0.141, -0.019], [0.192, -0.072, 0.017], [-0.219, -0.005, 0.036], [0.039, 0.029, 0.050], [-0.130, 0.083, 0.222], [-0.063, 0.152, 0.136], [-0.092, 0.101, 0.539], [-0.178, 0.314, -1.103], [0.286, -0.116, 0.708], [-0.587, 1.328, -0.441], [0.897, -0.660, -0.039], [0.070, 0.102, 0.030], [-0.197, -0.424, 0.158], [0.177, -0.014, 0.233], [-0.145, -0.709, -0.211], [-0.362, -0.019, 0.129], [0.356, 0.019, 0.837], [-0.295, 0.090, -0.537], [0.352, -0.138, 0.545], [0.562, -0.378, 0.079], [-0.640, 0.087, -0.280], [0.038, -0.295, -0.586], [-0.040, 0.002, 0.024], [-0.285, 0.098, -0.009], [-0.120, 0.046, -0.193], [0.044, 0.073, 0.127], [0.578, -0.578, -0.945], [-0.874, -0.278, -0.030], [0.217, -1.516, -0.039], [0.698, 1.042, -0.014], [-0.165, -0.565, 0.299], [0.589, 1.614, 0.317], [0.542, -0.180, -0.416], [-0.349, 0.047, 0.023], [0.122, 0.183, 0.401], [-0.183, -0.037, 0.391], [-0.125, 0.247, -0.020], [0.431, 0.359, -0.060], [-0.281, -0.269, -0.078], [-0.174, -0.107, 0.063], [0.106, 0.190, 0.046], [-0.060, 0.205, -0.178], [-0.040, 0.048, -0.157], [-0.409, -0.546, 0.249], [-0.204, -0.130, -0.060], [-0.093, -0.140, 0.097], [-0.268, -0.116, -0.004], [-0.065, 0.249, -0.044], [0.019, -0.390, -0.197], [-0.310, -0.795, 0.108], [0.553, -0.752, -0.249], [-0.489, 0.625, 0.068], [-0.660, 0.589, -0.649], [-0.221, 1.626, -0.187], [0.190, -0.091, -0.732], [0.108, 0.107, -0.007], [0.032, 0.246, 0.037], [0.116, 0.101, -0.141], [0.093, 0.336, 0.105], [-0.008, 0.430, -0.146], [0.160, -0.088, 0.075], [0.061, -0.411, 0.210], [0.201, -0.055, -0.102], [0.260, -0.226, 0.209], [0.040, -0.107, 0.091], [-0.043, -0.154, 0.565], [0.132, -1.045, 0.230], [0.090, -0.064, 0.109], [0.043, -0.114, 0.316], [-0.051, -0.026, 0.127], [-1.020, 0.047, -0.312], [0.417, -0.178, 0.732], [0.171, 0.553, -1.086], [0.089, 0.108, 0.411], [0.205, -0.568, -1.069], [0.187, -0.505, 0.886], [0.424, -0.600, -0.616], [0.407, 0.123, 0.045], [0.039, -0.067, 0.080], [0.375, -0.230, 0.264], [-0.188, 0.098, 0.230], [0.002, -0.049, -0.404], [0.129, -0.243, 0.183], [-0.103, 0.138, -0.225], [-0.470, 0.465, 0.038], [0.056, 0.116, 0.117], [-0.060, 0.006, 0.531], [-0.219, -0.164, 0.110], [-0.170, 0.470, -0.328], [0.036, 0.023, 0.191], [-0.191, 0.159, 0.222], [-0.133, 0.338, 0.073]]
}